# C33H62N13O17

A 13-piece molecular cluster, C33H62N13O17 overall in a non-equilibrium geometry (wB97M-V/def2-TZVPD, OMol25).

Element x y z (Å)
1 C 1.516 -1.551 0.234
2 C 0.871 -0.149 -0.165
3 C 0.532 -0.137 -1.701
4 C -0.797 -0.808 -2.039
5 C -1.923 -0.304 -1.184
6 C -1.692 -0.313 0.228
7 N -0.349 0.168 0.574
8 O -0.209 0.452 1.732
9 C -1.877 -1.832 0.658
10 C -2.673 0.520 0.904
11 C 1.878 0.955 0.142
12 H 2.546 -1.768 0.026
13 H 0.900 -2.439 0.114
14 H 1.899 -1.626 1.328
15 H 1.375 -0.398 -2.361
16 H 0.330 0.800 -1.986
17 H -0.411 -1.753 -1.995
18 H -0.939 -0.624 -3.014
19 H -2.923 -0.913 -1.432
20 H -2.221 0.748 -1.461
21 H -2.967 -2.140 0.879
22 H -1.673 -1.804 1.711
23 H -0.946 -2.422 0.183
24 H -3.672 0.510 0.610
25 H -2.472 1.677 0.802
26 H -2.677 0.333 1.918
27 H 2.430 0.923 1.143
28 H 1.421 1.910 -0.133
29 H 2.648 1.031 -0.572
30 N 3.928 -7.116 1.802
31 C 4.633 -5.890 1.893
32 C 4.130 -4.900 0.834
33 C 3.013 -5.701 0.110
34 C 2.870 -7.022 0.960
35 H 4.148 -7.774 2.473
36 H 5.499 -5.787 2.465
37 H 4.438 -3.757 0.577
38 H 2.531 -5.554 -0.736
39 H 2.170 -7.860 0.953
40 N -2.756 -4.701 -1.384
41 C -3.991 -3.959 -1.202
42 C -4.186 -3.008 -2.401
43 C -2.900 -3.318 -3.284
44 C -2.153 -4.327 -2.557
45 H -2.347 -5.299 -0.616
46 H -4.595 -3.988 -0.367
47 H -4.877 -2.295 -2.780
48 H -2.694 -2.825 -4.227
49 H -1.257 -4.864 -2.882
50 N 6.452 1.875 1.513
51 C 7.401 0.840 1.685
52 C 6.857 -0.404 0.828
53 C 5.515 0.125 0.455
54 C 5.422 1.529 0.763
55 H 6.686 2.892 1.826
56 H 8.316 1.051 2.176
57 H 7.533 -1.112 0.634
58 H 4.778 -0.447 -0.113
59 H 4.643 2.214 0.315
60 N 5.030 -0.138 3.471
61 C 5.659 -0.929 4.488
62 C 4.648 -1.235 5.508
63 C 3.433 -0.578 5.149
64 C 3.657 0.092 3.800
65 H 5.561 -0.094 2.799
66 H 6.694 -1.122 4.395
67 H 4.962 -1.752 6.369
68 H 2.470 -0.329 5.466
69 H 3.066 0.539 3.224
70 C 1.101 2.570 -5.633
71 N 1.192 1.094 -5.415
72 O 0.159 0.525 -5.775
73 O 2.251 0.578 -5.006
74 H -0.028 2.773 -5.950
75 H 1.815 2.958 -6.345
76 H 1.192 2.970 -4.393
77 C -5.892 3.511 -2.052
78 N -4.615 2.901 -1.689
79 O -4.300 1.895 -2.308
80 O -3.967 3.295 -0.806
81 H -5.795 4.484 -2.192
82 H -6.470 2.973 -1.392
83 H -6.123 3.416 -2.976
84 C 1.260 5.731 0.576
85 N 2.203 4.939 -0.240
86 O 2.277 5.096 -1.438
87 O 2.885 4.214 0.423
88 H 1.907 6.539 0.976
89 H 0.383 5.111 1.289
90 H 0.539 6.223 -0.052
91 C -1.459 4.669 -2.332
92 N -1.091 3.245 -2.176
93 O -0.545 2.978 -1.111
94 O -1.215 2.481 -3.127
95 H -2.102 4.573 -3.153
96 H -0.434 5.101 -2.388
97 H -2.128 4.993 -1.383
98 C 2.235 -4.066 4.127
99 N 1.007 -4.288 3.387
100 O 0.451 -5.371 3.526
101 O 0.378 -3.285 3.051
102 H 2.962 -4.683 3.611
103 H 2.169 -4.292 5.194
104 H 2.552 -3.199 4.168
105 C -4.151 3.809 2.587
106 N -2.918 4.278 1.862
107 O -3.130 5.305 1.258
108 O -1.873 3.695 2.090
109 H -4.714 3.346 1.758
110 H -4.597 4.698 2.958
111 H -3.877 3.041 3.377
112 C -2.843 1.603 -5.682
113 N -2.599 1.207 -6.963
114 O -2.379 2.093 -7.791
115 O -2.695 0.044 -7.324
116 H -2.122 2.417 -5.015
117 H -2.547 0.631 -5.107
118 H -3.898 1.858 -5.240
119 C -6.792 -0.505 4.087
120 N -5.351 -0.338 3.583
121 O -4.686 0.618 3.973
122 O -4.842 -1.039 2.756
123 H -6.883 0.299 4.769
124 H -6.796 -1.596 4.226
125 H -7.418 -0.197 3.371

Values from the calculation:
- highest occupied orbital energy (eV) = -9.479
- relative energy (zero: lowest compared OMol25 entry of this formula, charge and spin) (kJ/mol) = 379.2
- net charge = +1
- strongest force on any atom (eV Å⁻¹) = 14.8
- spin multiplicity = 1
- LUMO energy (eV) = -4.992
- DFT total energy (eV) = -89355.5476